The following is a DFT calculation (ωB97M-V/def2-TZVPD) of 13 unconnected molecules or ions with the total composition C42H90O36 in a non-equilibrium geometry.

Structure (XYZ):
```
168
Properties=species:S:1:pos:R:3:forces:R:3
C -23.112 -15.201 7.647 0.0513 0.0988 1.5727
O -22.748 -15.354 6.278 -0.9826 2.1833 -0.6725
C -22.927 -14.212 5.496 0.4145 -3.4189 -1.2967
O -22.809 -14.286 4.290 0.4095 -0.3244 0.7454
O -23.288 -13.158 6.127 0.0348 1.9172 0.1947
C -23.424 -12.031 5.178 0.0651 -0.8637 0.2132
H -24.028 -14.709 7.994 -0.2755 0.1343 -1.4154
H -22.374 -14.622 8.200 0.5612 -0.3109 -0.0742
H -23.229 -16.192 8.063 0.4916 -0.3691 -0.0461
H -22.568 -11.878 4.532 0.4193 -0.0984 0.4717
H -23.634 -11.220 5.814 -0.2331 1.0486 0.5033
H -24.235 -12.237 4.512 -0.6474 -0.0145 -0.0593
C -24.895 -14.210 2.277 1.2583 0.7058 0.3617
O -26.283 -14.213 2.124 -1.5005 -1.4407 -0.1497
C -26.902 -13.143 1.672 -0.1182 0.2481 0.7658
O -26.400 -12.143 1.270 1.5116 1.1182 -0.8549
O -28.207 -13.264 1.826 -1.5149 -0.2334 -0.4343
C -28.961 -12.176 1.197 0.6759 0.7449 2.2543
H -24.546 -15.146 2.726 -0.5064 0.1055 -0.2834
H -24.674 -13.428 3.000 0.4214 0.0603 -0.2387
H -24.354 -14.027 1.339 -0.2555 -0.0013 0.1788
H -29.948 -12.132 1.619 -0.7748 -1.1517 -0.3201
H -28.873 -12.213 0.139 -0.1511 -0.1302 -0.5573
H -28.618 -11.226 1.621 0.7171 -0.0518 -0.6083
C -28.397 -3.605 1.138 0.7721 0.2177 -1.1189
O -27.957 -2.690 0.007 -1.6971 -2.0794 1.3039
C -27.322 -1.701 0.556 1.3868 -0.0093 0.2286
O -26.931 -1.712 1.694 0.1631 0.7037 0.8493
O -27.044 -0.771 -0.333 0.1694 1.0962 0.1499
C -26.217 0.288 0.233 0.4570 -0.9269 -1.2031
H -29.079 -4.291 0.711 -0.8285 -0.4467 -0.5995
H -28.828 -3.037 1.939 -0.3115 0.3637 0.0817
H -27.584 -4.189 1.553 0.3861 0.2292 -0.2127
H -25.932 0.850 -0.645 -0.0031 0.3993 -0.0035
H -25.323 -0.164 0.662 -0.1373 0.1338 0.1759
H -26.744 0.881 0.952 -0.3575 0.1968 0.3582
C -34.972 -11.530 1.691 0.5391 0.8170 0.4736
O -33.612 -11.941 1.891 -0.5182 -0.3207 -0.4629
C -33.275 -12.416 3.071 1.0726 1.0778 0.8086
O -33.968 -12.638 4.017 -1.1079 -0.4060 0.1696
O -31.938 -12.459 3.103 0.8264 -0.4418 0.4618
C -31.325 -12.946 4.327 -1.1391 -1.4267 0.3765
H -35.163 -11.769 0.677 -0.1718 0.3424 -1.1413
H -35.023 -10.449 1.935 -0.1197 -0.6614 -0.3537
H -35.713 -12.074 2.242 -0.0014 -0.4114 0.8523
H -30.734 -12.183 4.829 0.0054 0.1424 -0.3274
H -30.748 -13.846 4.076 0.2754 0.5726 -0.1786
H -32.094 -13.347 5.039 0.4623 0.7894 -0.6778
C -25.993 -10.793 11.531 0.1811 2.4804 0.6351
O -25.442 -9.627 10.814 -0.1215 -0.7096 -0.0751
C -25.055 -9.913 9.555 -1.2743 2.4652 2.0509
O -25.169 -10.963 9.052 0.1691 -2.8106 -1.6011
O -24.675 -8.781 8.983 0.4166 -0.1826 -1.4777
C -24.186 -8.992 7.602 1.5938 1.6425 2.0342
H -25.238 -11.531 11.549 0.3851 -1.2893 -0.3877
H -26.983 -11.057 11.148 0.4344 -0.1587 0.0020
H -26.020 -10.387 12.555 -0.5107 -0.3041 -0.3356
H -23.480 -9.801 7.634 0.3526 -0.3945 -0.0741
H -23.632 -8.039 7.445 -0.5997 -0.7595 -0.4082
H -24.923 -9.209 6.876 -1.1187 0.0484 -0.4868
C -22.932 -11.092 1.224 0.9421 0.5422 -0.1283
O -21.705 -10.313 1.010 -0.6454 -0.1337 -0.0387
C -20.990 -10.148 2.112 1.3001 -1.4243 0.1420
O -21.226 -10.653 3.204 0.4134 1.3768 -1.0264
O -19.823 -9.547 1.739 -2.4160 -0.5923 -0.8418
C -18.841 -9.388 2.706 1.1359 1.0895 -0.9487
H -22.699 -11.771 2.015 -0.3464 -0.4542 0.5734
H -23.185 -11.659 0.335 0.1889 0.3543 -0.3023
H -23.683 -10.374 1.491 -0.6468 -0.0057 0.2059
H -19.096 -8.476 3.247 0.6802 -0.1776 0.4202
H -17.895 -9.360 2.127 -0.4653 0.7264 0.4295
H -18.729 -10.257 3.272 -0.2516 -1.2051 1.5420
C -29.851 -12.876 8.891 -0.6843 -0.2706 -1.9072
O -29.204 -11.694 9.310 0.4448 0.7501 0.5560
C -29.175 -10.603 8.523 -1.5098 -1.2566 0.0091
O -29.736 -10.540 7.450 0.8517 0.2786 0.2729
O -28.552 -9.652 9.198 -0.3674 -1.2468 0.3092
C -28.102 -8.570 8.456 1.0871 1.5733 -1.3026
H -29.260 -13.332 8.031 -1.0819 0.5314 0.7809
H -30.966 -12.726 8.643 1.8237 -0.0907 0.1552
H -29.765 -13.548 9.722 -0.0497 -0.2877 0.4435
H -27.248 -8.891 7.802 -0.4443 0.3333 0.7075
H -27.768 -7.849 9.233 -0.1863 -0.2413 -0.9657
H -28.848 -8.164 7.737 0.2095 -0.1373 0.8441
C -26.259 -8.337 1.866 -0.6406 -0.2158 0.1088
O -27.108 -9.126 2.778 0.4732 0.7453 -1.4911
C -26.531 -10.000 3.553 1.1081 -0.4208 0.0390
O -25.336 -10.113 3.792 -1.3347 0.0875 -0.1137
O -27.524 -10.759 4.032 0.5378 0.1047 0.8363
C -27.197 -11.601 5.130 0.7473 -1.9993 -0.1407
H -25.969 -8.868 0.940 -0.6058 -0.0872 0.6305
H -25.358 -8.058 2.384 0.2538 0.2453 0.2468
H -26.908 -7.483 1.653 0.4741 -0.1438 -0.1244
H -27.959 -11.539 5.882 -0.5263 0.4872 0.3370
H -26.196 -11.443 5.605 -0.8355 0.1511 -0.7426
H -27.266 -12.655 4.746 0.4116 0.8062 0.3320
C -27.301 -4.430 4.699 1.2785 0.0221 1.9158
O -27.904 -5.616 5.226 -0.2083 -0.5784 -0.2904
C -28.427 -6.407 4.250 0.6975 1.5751 1.9638
O -28.307 -6.138 3.109 0.1353 0.2378 -3.1422
O -29.056 -7.369 4.796 -1.6179 -2.4961 0.7055
C -29.755 -8.435 3.999 0.9673 0.1623 1.9290
H -26.942 -3.895 5.645 -0.6793 -0.3678 -1.6116
H -28.009 -3.915 4.092 -0.4570 0.7777 -0.1083
H -26.435 -4.667 4.084 0.0951 -0.0674 0.0600
H -29.578 -8.312 2.954 0.0186 0.1522 -0.4754
H -30.812 -8.372 4.273 0.3063 0.0621 -0.2197
H -29.283 -9.356 4.406 -0.6555 0.5907 -0.5683
C -23.212 -7.817 4.362 -0.2735 -1.6132 -0.3318
O -23.071 -7.357 2.998 0.0196 0.1440 0.6016
C -23.537 -6.108 2.773 0.0403 -0.0265 1.9644
O -23.897 -5.361 3.665 -0.0427 -0.3683 -1.1488
O -23.490 -5.906 1.485 -0.5744 1.2249 -1.6923
C -24.286 -4.796 0.868 0.0531 -0.3606 2.0884
H -24.257 -8.031 4.582 -0.1406 0.4483 -0.0674
H -22.790 -7.194 5.124 0.3036 0.7413 -0.0098
H -22.750 -8.820 4.418 0.1276 0.6052 -0.3680
H -25.104 -4.518 1.598 0.8723 -0.2547 -1.0356
H -24.624 -5.220 -0.048 -0.6189 -0.3642 -0.4445
H -23.671 -3.932 0.618 0.2458 -0.1490 0.4835
C -27.994 -15.627 5.088 -0.2163 0.5127 0.3653
O -28.005 -15.689 6.520 0.1703 0.3238 -1.1828
C -26.878 -14.993 7.019 -0.6623 -0.7177 0.0815
C -26.792 -15.545 8.396 0.4859 0.8938 3.3791
O -25.806 -14.826 9.206 0.2044 0.5352 -0.4959
C -25.909 -14.971 10.612 -0.3849 -2.3149 -0.1050
H -28.308 -14.602 4.692 0.3918 -1.2349 0.4663
H -28.718 -16.391 4.797 0.2603 0.1931 -0.4584
H -26.951 -15.850 4.770 -0.8004 0.0037 -0.3710
H -27.104 -13.940 7.030 0.3223 0.7454 -0.0171
H -25.999 -15.225 6.395 -0.0472 0.2645 0.3713
H -26.482 -16.574 8.410 -0.0506 -0.7062 -0.2818
H -27.768 -15.472 8.963 0.6625 -0.0468 -0.9740
H -24.938 -14.978 11.178 -0.7366 0.9290 -0.9641
H -26.234 -16.013 10.798 -0.0969 0.1202 0.0895
H -26.717 -14.370 11.029 0.3532 0.5518 0.1613
C -29.806 -7.430 0.390 -1.3533 1.1427 0.9879
O -30.978 -7.338 1.211 -0.8573 -0.4119 -1.0849
C -32.079 -7.980 0.541 0.7594 -0.8569 2.1332
C -33.269 -7.934 1.476 0.3491 1.1159 1.3510
O -33.027 -8.844 2.575 0.0315 1.4618 -0.3205
C -33.607 -8.402 3.798 -1.3593 0.0944 -0.6411
H -29.682 -8.450 0.114 0.4825 -0.8141 -0.6973
H -29.091 -7.120 1.106 1.4471 0.2554 0.1793
H -29.852 -6.709 -0.446 0.0233 -0.5063 0.0220
H -31.858 -9.089 0.489 -0.0277 0.9799 -0.6406
H -32.218 -7.486 -0.405 -0.4300 -0.1210 -0.5867
H -34.169 -8.222 0.946 -0.4157 -0.0215 -0.1369
H -33.393 -6.905 1.952 0.0915 -1.0466 -0.9865
H -34.685 -8.614 3.773 0.0849 -0.5444 0.3146
H -33.641 -7.346 4.124 0.9463 0.1201 -1.0097
H -33.084 -8.920 4.552 0.1989 -0.8735 1.0475
C -28.248 -10.650 -2.201 1.2319 -0.1425 0.2174
O -27.558 -9.507 -1.688 -0.0242 -0.0862 0.0602
C -26.950 -8.641 -2.644 0.8691 -1.6511 -0.7784
C -26.576 -7.284 -2.084 1.7250 -1.2748 0.1263
O -25.671 -7.399 -0.978 0.3707 -0.0354 -0.5604
C -24.324 -7.688 -1.340 0.0287 -0.2841 -0.5494
H -29.249 -10.423 -2.427 -1.3587 0.7388 -1.0629
H -28.393 -11.396 -1.442 0.5866 -0.0060 0.8483
H -27.750 -11.224 -2.999 0.0666 0.7342 -0.1161
H -27.553 -8.589 -3.545 -0.5892 0.5449 -0.1192
H -26.027 -9.143 -3.053 -0.3795 0.3591 0.5708
H -27.410 -6.803 -1.662 -1.1825 0.8707 0.1705
H -26.046 -6.712 -2.873 -0.6953 -0.0298 0.1631
H -23.713 -7.377 -0.516 0.3726 0.4256 0.3923
H -24.003 -7.183 -2.279 -0.3032 -0.0215 0.5375
H -24.076 -8.753 -1.468 -0.5855 0.0059 -0.0776
```
Positions in Å, forces in eV/Å.

The LUMO energy comes out at 0.63 eV. As for the gap between HOMO and LUMO: 0.38326 hartree. As for the relative energy (zero: lowest compared OMol25 entry of this formula, charge and spin): 93.0 kcal/mol. The calculation puts the strongest force on any atom at 0.072 Eh/bohr.